The following is a quantum chemistry calculation of C19H23BClN8O5Pb as an isolated structure at a distorted geometry, from OMol25.

Output
- Total charge: +1

Last column: natural (NBO) charge in e.
Element x y z (Å)
Pb  0.28008  -0.82350  0.34231  1.45
C  2.25888  -0.51850  -3.79139  -0.34
C  1.12348  -0.50340  -2.99149  -0.03
N  1.43978  -0.83670  -1.74309  -0.41
N  2.75528  -1.07390  -1.71239  -0.30
C  3.27338  -0.88860  -2.92939  0.02
B  3.49698  -1.63620  -0.48469  0.53
N  3.50558  -0.61490  0.65731  -0.31
C  4.57908  -0.11750  1.28321  0.01
C  4.14998  0.68750  2.31951  -0.34
C  2.76308  0.62200  2.25541  -0.01
N  2.39248  -0.16810  1.25181  -0.41
N  2.73198  -2.88530  -0.02549  -0.30
C  3.19348  -4.13670  0.04341  0.02
C  2.18228  -4.95390  0.51091  -0.34
C  1.11018  -4.09310  0.70871  -0.01
N  1.45688  -2.85360  0.37601  -0.42
H  2.33058  -0.30240  -4.83659  0.24
H  0.10828  -0.28850  -3.25569  0.21
H  4.31828  -1.01920  -3.11929  0.23
H  4.60328  -1.91940  -0.78229  -0.02
H  5.57498  -0.35110  0.96411  0.23
H  4.75508  1.23130  3.01491  0.24
H  2.03818  1.09460  2.88611  0.22
H  4.19758  -4.36730  -0.24429  0.23
H  2.22068  -6.00890  0.68021  0.24
H  0.12808  -4.29940  1.08231  0.22
C  -4.76672  -3.05570  2.42171  -0.28
O  -3.40692  -2.71880  2.65731  -0.48
C  -2.55502  -2.39820  1.69141  0.90
O  -1.42532  -2.07180  1.98741  -0.66
N  -2.99792  -2.45400  0.40291  -0.50
N  -2.14402  -2.09420  -0.65039  -0.65
H  -5.20072  -3.19800  3.41131  0.23
H  -4.85842  -3.98700  1.85551  0.19
H  -5.29422  -2.24370  1.91551  0.19
H  -3.92052  -2.81020  0.18311  0.39
H  -2.57032  -1.37530  -1.22819  0.38
H  -1.89882  -2.89790  -1.22429  0.38
Cl  -2.10692  7.68290  1.20341  0.05
C  -2.13072  6.02810  0.74151  -0.05
C  -3.05102  5.58950  -0.20309  -0.20
C  -3.03772  4.26850  -0.61109  -0.18
C  -2.11622  3.36420  -0.08909  0.28
O  -2.17172  2.06430  -0.53219  -0.27
C  -1.18592  3.80610  0.87341  -0.21
C  -0.17542  2.93060  1.47521  0.47
O  0.07608  1.79330  1.16581  -0.55
C  -1.21852  5.13800  1.28481  -0.16
H  -3.75662  6.28640  -0.62629  0.24
H  -3.75552  3.92470  -1.34069  0.23
H  0.37798  3.42640  2.29761  0.12
H  -0.51662  5.48200  2.02991  0.24
C  -1.46782  2.12540  -2.76529  -0.27
O  -1.10112  1.78250  -1.45069  -0.27
H  -2.23362  1.45140  -3.16659  0.17
H  -0.54132  2.02340  -3.33099  0.21
H  -1.81632  3.16160  -2.83919  0.19

Forces on the atoms, in the same order (eV/Å):
-0.8772 0.6865 0.3802
0.0228 -0.0209 0.0633
0.1706 -0.0231 0.0377
-0.1676 -0.0336 -0.0346
0.5152 0.0238 -0.3547
-0.1153 0.1464 -0.3357
-0.4804 0.1446 0.1177
0.6027 -0.0109 0.0813
0.0539 0.2143 0.1932
0.0416 -0.0815 -0.0921
0.1715 -0.0713 -0.0567
-0.1886 0.0513 0.0083
0.4224 -0.2978 -0.0702
-0.1689 -0.2403 0.0793
0.0754 0.0536 -0.0515
0.1169 -0.0556 -0.0340
-0.2442 -0.0627 0.1676
0.0390 0.0402 -0.2044
-0.2567 0.0913 -0.0273
0.2557 -0.1007 0.0376
0.3222 -0.0707 -0.0918
0.1467 -0.1193 -0.1276
0.0975 0.1008 0.1259
-0.2407 0.0779 0.0556
0.2645 -0.0262 -0.0586
0.0134 -0.2186 0.0532
-0.2561 -0.0151 0.1077
-0.3237 -0.0580 -0.0434
0.1287 -0.0094 0.1178
0.2862 0.1085 -0.0708
0.1372 -0.1533 0.0996
-0.5706 -0.1684 -0.4115
-0.1336 -0.2554 0.0018
0.0309 -0.0003 -0.1866
0.0328 0.0488 0.0357
0.0253 -0.0246 0.0130
0.2736 0.0946 0.0827
-0.0146 -0.0909 0.1685
-0.1851 0.0454 0.1257
-0.0034 0.1374 0.1150
-0.0860 -0.2878 -0.2442
0.2238 0.1519 0.2276
0.1233 -0.4246 0.1167
0.2508 0.7911 -0.1571
-0.6079 -0.3379 -0.0565
-0.5471 -0.0943 -0.5867
0.2391 0.2696 0.4031
-0.0455 0.1554 0.0814
-0.0092 -0.1691 -0.0535
-0.0810 0.0645 -0.0229
-0.0342 -0.0843 -0.0483
0.0579 -0.1007 -0.0089
0.0908 0.0366 0.0684
-0.4190 0.2206 -0.2736
0.7231 -0.0207 0.4400
0.0473 0.0595 0.0688
-0.0490 0.0202 -0.0028
0.1027 -0.1069 0.0316

=====

The following is a quantum chemistry calculation of one molecule with the formula C19H23BN2O4 at a distorted geometry, from OMol25.

Output
- SMILES string: CC(=O)Nc1ccc(CC(=O)N[C@@H](Cc2ccc(C)cc2)B(O)O)cc1

Last column: natural (NBO) charge in e.
Element x y z (Å)
C  1.03023  7.13776  1.62030  -0.72
C  1.66218  5.72856  1.61066  0.68
O  2.18749  5.39525  2.64673  -0.61
N  1.60115  4.89687  0.54348  -0.61
C  2.00257  3.55245  0.52749  0.15
C  2.13724  2.82660  -0.69017  -0.24
C  2.71937  1.59035  -0.68472  -0.21
C  3.03830  0.88902  0.48524  -0.02
C  3.53734  -0.50561  0.35292  -0.52
C  2.43095  -1.50778  0.16956  0.69
O  2.29406  -2.31018  1.07990  -0.62
N  1.64310  -1.52454  -0.96701  -0.62
C  0.36064  -2.26067  -0.99893  -0.38
C  -0.41942  -1.73065  0.22825  -0.44
C  -1.79607  -2.23795  0.27758  -0.04
C  -1.88464  -3.49438  0.81275  -0.20
C  -3.12970  -4.15373  0.72110  -0.19
C  -4.21755  -3.55030  0.09133  -0.04
C  -5.50851  -4.29628  -0.24440  -0.63
C  -3.96407  -2.31213  -0.52076  -0.21
C  -2.79906  -1.65573  -0.42465  -0.18
B  -0.34038  -1.82551  -2.35395  1.14
O  -0.95195  -2.86025  -3.09220  -0.89
O  -0.14324  -0.56999  -2.81491  -0.90
C  2.83512  1.51899  1.72226  -0.19
C  2.34803  2.83589  1.74816  -0.22
H  1.42430  7.61002  2.53805  0.25
H  1.49102  7.73936  0.80378  0.22
H  -0.11545  7.20530  1.54880  0.23
H  0.84982  5.20575  -0.13615  0.40
H  2.00449  3.37779  -1.53842  0.20
H  3.06669  1.04485  -1.54650  0.20
H  4.14525  -0.77785  1.18598  0.24
H  4.27597  -0.51129  -0.42788  0.23
H  1.57238  -0.70227  -1.54915  0.41
H  0.44459  -3.34222  -0.96769  0.24
H  -0.46418  -0.65845  0.27008  0.21
H  0.13872  -1.91897  1.20052  0.25
H  -1.06023  -3.93556  1.32087  0.22
H  -3.19273  -5.24307  0.97593  0.21
H  -6.38390  -3.66662  0.02736  0.22
H  -5.59279  -4.45026  -1.36646  0.22
H  -5.59252  -5.27851  0.21328  0.22
H  -4.79383  -1.90855  -1.07151  0.20
H  -2.61965  -0.74798  -0.93033  0.20
H  -1.28572  -2.62854  -3.96940  0.48
H  -0.32015  -0.45960  -3.76547  0.50
H  2.97316  1.05330  2.70357  0.22
H  2.36158  3.41732  2.63467  0.26

Forces on the atoms, in the same order (eV/Å):
-0.1485 0.4691 -1.0768
-0.6690 0.7329 1.6008
0.7606 -0.0354 0.6316
-2.2610 1.1173 -2.0733
0.8570 -2.9458 1.3266
0.5954 0.8814 3.0249
0.4757 -1.2115 0.7962
-0.6080 0.9669 0.7200
0.4387 0.7660 -0.6294
-0.1139 -0.8717 0.2450
-0.3042 -0.3544 -0.4010
0.6063 -0.3378 0.2844
-0.1061 1.7665 0.8780
0.8057 0.3991 1.7236
2.2321 -1.0611 0.5499
-2.8404 -0.6424 0.1612
0.3028 -1.2340 -0.0717
0.7581 -0.5910 -0.7976
-0.2391 0.8388 -0.9812
-2.6833 -0.9524 0.2507
0.1146 0.0930 0.0639
-0.2873 -2.4285 -0.7433
0.4564 1.1560 0.4643
-0.0580 0.6876 -0.8792
-0.7855 0.7583 -0.4877
0.0709 0.5959 -2.2445
-0.6293 -0.4191 -0.3214
-0.6032 -0.3481 0.1988
1.7876 -0.3142 0.1181
1.6045 -0.7996 0.8054
-0.5076 1.0672 -2.4849
-0.4303 0.3910 -0.8041
-0.1575 -0.4495 0.9510
0.0557 -0.1896 -1.0145
0.5941 0.1570 0.2529
0.3443 -0.0801 0.1677
0.2151 0.9067 -0.7784
-0.6872 -0.3912 -1.3621
0.5480 -0.3282 0.1520
-0.0674 1.1562 0.1817
0.4262 -0.5345 -0.0156
0.2149 0.1702 1.2272
0.0770 0.0841 0.2114
-0.1959 0.3761 -0.3383
0.0478 1.0727 -0.4714
-0.0024 0.0263 0.2868
-0.0558 0.0802 0.5992
0.3050 -0.1251 -0.5771
-0.2536 -0.0711 0.6800

=====

| no. | frontier orbital gap (eV) | DFT total energy (eV) |
| --- | --- | --- |
| 1 | 8.7 | -60674.6451 |
| 2 | 8.3 | -31925.3414 |